(1)
The following is a quantum chemistry calculation of a cluster of 2 separate species, C30H30FOSi in total in a non-equilibrium geometry, from the Open Molecules 2025 dataset.

```
63
Properties=species:S:1:pos:R:3:forces:R:3:nbo_charge:R:1
C -1.5478 -0.5139 7.1231 -0.634 0.158 -0.018 -0.098
O 1.7402 0.3425 3.4327 -1.030 -0.674 0.420 -0.852
C 4.4786 0.7026 3.3285 0.088 0.057 0.085 -1.143
H -4.2279 3.1183 2.9854 0.103 -0.293 0.141 0.227
C -0.7145 -2.5173 0.1543 -0.035 0.083 0.083 -0.197
F 3.6167 1.2793 7.6694 -0.691 -1.213 -0.324 -0.316
C 2.5129 2.4619 1.6793 0.042 0.112 0.023 -1.151
C -2.4764 2.0757 3.6821 0.442 -0.538 -0.038 -0.202
C 0.3301 -2.1837 2.3123 -0.207 0.535 -0.129 -0.206
C -2.8208 -1.1612 7.0104 0.379 0.358 -0.458 -0.116
C 1.7419 -2.0079 6.0185 -0.730 0.507 -0.263 -0.131
H 5.3611 0.9840 2.7405 -0.137 -0.042 0.120 0.253
H -4.7555 0.9293 8.8771 0.279 -0.128 -0.133 0.239
C -3.9493 -0.6498 7.6289 -0.097 -0.028 0.245 -0.215
H 1.2384 -2.8907 5.6075 0.249 0.423 -0.007 0.224
H -0.0210 1.3869 4.9586 0.048 0.012 -0.343 0.230
H 4.6451 -0.3044 3.7294 -0.024 0.114 -0.127 0.238
C -0.4443 0.7045 4.2199 0.732 0.088 -0.246 -0.344
C -1.0679 -1.1640 0.1010 0.041 -0.018 0.175 -0.216
C -1.8615 0.8189 3.8915 -1.485 -0.167 0.111 -0.071
C 3.0146 -0.5029 0.9141 0.052 -0.036 -0.119 -1.157
C 2.9887 0.1598 7.1724 0.373 0.866 0.221 0.388
H 4.3990 1.3888 4.1802 0.031 -0.055 -0.150 0.247
C 3.7792 -0.8336 6.6030 -0.650 -0.153 -0.254 -0.197
H -2.8896 -2.0693 6.4072 -0.051 0.342 0.092 0.226
H -4.5630 -1.1836 3.2736 0.125 0.345 -0.066 0.221
C 0.4071 0.0846 3.3445 0.790 0.951 0.536 0.526
H 2.1278 -0.4897 0.2674 0.163 0.011 0.146 0.253
H 3.2288 2.7881 0.9110 -0.187 -0.051 0.165 0.255
H -5.5862 1.0391 2.7351 0.268 0.022 0.070 0.226
H 0.8879 -2.5459 3.1795 -0.119 -0.006 -0.328 0.210
C -3.8612 0.5086 8.4154 0.276 -0.311 -0.404 -0.101
H 1.5054 2.4994 1.2433 0.208 -0.042 0.044 0.246
Si 2.9403 0.7541 2.2871 -0.191 -0.181 0.000 1.887
H -1.8749 2.9769 3.8325 -0.284 -0.216 -0.118 0.218
H 4.8611 -0.7380 6.5938 -0.202 0.012 0.008 0.256
H -1.0304 0.7347 1.1696 0.062 -0.357 -0.139 0.222
C -4.5498 0.9813 3.0659 0.194 -0.131 0.112 -0.211
H 3.8930 -0.2923 0.2846 -0.204 -0.058 0.134 0.254
H 3.1264 -1.5188 1.3151 -0.004 0.193 -0.081 0.246
C 0.9358 -0.9490 6.5419 1.327 0.026 0.053 -0.168
H 1.0637 0.9559 7.6254 0.418 -0.115 -0.270 0.222
C -0.0345 -0.8265 2.2671 0.081 -0.367 -0.727 -0.178
H -1.6063 -0.7582 -0.7594 0.189 -0.219 0.284 0.231
C -3.7907 2.1465 3.2215 -0.008 -0.109 0.141 -0.203
H 2.5491 3.1849 2.5063 -0.001 -0.143 -0.195 0.249
H -0.7682 -1.8154 5.6344 0.033 0.171 0.131 0.223
C 1.6041 0.1246 7.1879 0.108 -0.208 -0.385 -0.170
C -3.9788 -0.2636 3.3523 0.090 0.127 -0.059 -0.200
H -2.1630 -1.3066 3.9146 -0.299 0.246 -0.145 0.201
H -0.5127 1.0635 8.2117 -0.483 0.030 -0.031 0.211
C -0.4739 -1.0213 6.3237 -0.268 -0.615 0.877 0.129
H 0.2331 -4.0861 1.3156 -0.090 0.335 -0.111 0.225
C -1.4687 0.5951 8.0080 -0.319 0.093 -0.104 -0.124
C -0.7432 -0.3203 1.1631 0.229 -0.208 0.301 -0.139
C 3.1203 -1.9215 6.0082 0.459 -0.002 0.386 -0.199
C -2.6143 1.1155 8.6026 0.357 -0.035 0.044 -0.220
H -0.9896 -3.1805 -0.6686 0.126 0.210 0.272 0.230
C -0.0279 -3.0269 1.2620 -0.030 0.026 0.034 -0.196
H 3.7061 -2.7078 5.5295 -0.160 0.187 0.257 0.241
H -4.9116 -1.1494 7.4996 0.343 0.148 0.061 0.240
H -2.5314 2.0101 9.2220 -0.019 -0.325 -0.137 0.239
C -2.6405 -0.3396 3.7309 -0.068 0.253 0.135 -0.213
```
Forces are in eV/Å.

As for the total charge: +1. Its spin multiplicity is 1. The HOMO-LUMO gap comes out at 5.3 eV. As for the calculated total energy: -1625.56418 Eh. The value obtained for the largest force on an atom is 1.50 eV Å⁻¹. Its energy above the lowest of the compared OMol25 structures with the same formula, charge and spin is 1.020 eV.

(2)
The following is a quantum chemistry calculation of a structure of composition C28H20LaN5O9S in a non-equilibrium geometry, from the Open Molecules 2025 dataset.

```
64
Properties=species:S:1:pos:R:3:forces:R:3:nbo_charge:R:1
C -3.5823 -2.1263 0.5421 -0.307 -0.214 0.194 0.085
H 3.7041 -0.9595 1.9933 0.071 0.059 0.000 0.458
C 1.8579 2.1840 4.4291 0.178 0.084 0.070 -0.157
H 1.4164 3.4282 -3.6856 0.049 0.023 -0.039 0.199
H 1.2818 -4.4226 -0.4519 -0.035 -0.039 0.040 0.242
H 0.1064 5.5212 -3.7840 -0.001 0.024 -0.019 0.203
C -4.6193 -2.4818 -1.9612 -0.031 -0.031 0.049 -0.226
O -1.6627 1.4582 -1.0360 0.028 0.267 -0.172 -0.864
N -2.9142 -1.6580 -0.5221 0.088 0.016 0.187 -0.568
C 2.3477 3.4214 4.0147 -0.404 -0.261 -0.054 -0.349
H 0.4032 0.6377 4.1492 -0.044 -0.040 -0.019 0.212
C 3.0552 -5.4047 -1.1963 -0.015 0.032 -0.003 -0.222
H 1.7717 1.2711 -3.1976 -0.066 0.140 0.004 0.174
C 0.4689 3.5011 -3.1660 -0.121 0.100 0.027 -0.140
C 0.5755 3.5067 2.3726 0.148 0.057 -0.026 -0.304
H 0.0924 4.0226 1.5507 -0.050 0.004 -0.038 0.206
H -2.9037 3.6782 -1.3257 -0.026 0.029 0.008 0.209
C 1.4308 -2.0185 -1.5370 0.171 -0.269 0.107 0.550
C -0.2624 4.6701 -3.2290 0.081 -0.058 -0.009 -0.299
H 5.3076 -3.9603 -3.2646 0.030 0.017 -0.029 0.202
N -0.9569 1.6193 2.0865 0.107 -0.127 0.215 -0.884
O 3.2665 4.6138 6.1058 -0.085 0.021 0.056 -1.022
C -4.7921 -2.7889 0.3995 -0.003 0.017 -0.133 -0.195
N 2.8381 -0.6678 1.5939 -0.081 0.139 0.080 -0.641
C 3.5427 -3.0109 -2.5133 0.015 0.056 -0.029 -0.204
H -1.5821 2.2929 1.6563 -0.058 -0.113 0.063 0.391
O -3.6128 -2.1940 2.9259 0.020 -0.008 0.119 -0.627
C -6.6743 -3.7239 -1.0744 0.023 -0.686 -0.109 0.729
H 2.0661 5.0309 2.6530 0.041 0.048 0.006 0.236
C -1.9531 3.6474 -1.8413 0.103 0.104 -0.059 -0.260
H -1.4637 1.0120 2.7285 -0.151 0.091 -0.208 0.402
C 4.1837 -5.2679 -1.9886 0.056 0.004 -0.045 -0.219
H 3.7160 -2.0705 -3.0162 -0.003 0.027 -0.012 0.235
O -1.7628 -1.3866 1.9183 -1.023 -0.388 0.439 -0.892
C 1.6886 4.0746 2.9861 0.045 0.031 0.001 -0.162
O -7.1923 -4.1835 -0.0412 0.047 0.274 0.145 -0.744
O 0.4529 -2.2540 -0.7249 0.415 0.218 -0.551 -0.838
N 0.7467 0.0959 -1.9126 0.356 -0.484 -0.232 -0.418
C 0.1115 2.2685 2.7821 0.056 -0.116 -0.201 0.225
La -0.7722 -0.3977 0.0586 -0.331 0.664 0.654 2.159
H -5.0320 -2.6210 -2.9505 0.008 -0.002 -0.023 0.245
C -2.9672 -1.9017 1.9433 0.424 0.136 -0.545 0.765
N 1.6950 -0.9198 -2.1933 -0.330 0.559 0.048 -0.444
O 4.6909 3.0015 4.9598 0.012 -0.026 -0.024 -1.033
C 0.0302 2.3859 -2.4430 0.452 -0.218 -0.165 -0.228
C 0.7574 1.6089 3.8227 -0.036 -0.002 0.009 -0.308
C -1.2101 2.4568 -1.7411 0.204 -0.512 -0.016 0.392
C -5.3287 -2.9796 -0.8730 0.009 0.194 0.189 -0.054
C 4.4253 -4.0674 -2.6474 0.028 -0.097 0.028 -0.228
H 4.8761 -6.0936 -2.0962 0.010 -0.012 0.002 0.201
O -7.0366 -3.8475 -2.2612 0.052 0.302 -0.110 -0.759
C 2.1695 -4.3444 -1.0613 0.038 -0.028 -0.020 -0.206
C -3.4207 -1.8291 -1.7457 -0.208 -0.118 0.038 0.033
C 2.4081 -3.1439 -1.7188 -0.088 0.111 -0.053 -0.025
H -2.0828 5.6275 -2.6026 0.001 0.049 -0.015 0.201
H 2.3666 1.6620 5.2289 0.035 0.022 0.028 0.229
C -1.4840 4.7260 -2.5601 -0.118 -0.001 0.054 -0.190
H 2.8647 -6.3386 -0.6846 -0.028 -0.027 0.029 0.206
C 1.8134 -0.2805 1.2270 0.251 -0.181 0.042 0.313
C 0.9109 1.2062 -2.5255 -0.256 0.052 -0.039 0.159
H -5.3262 -3.1608 1.2610 0.012 0.003 0.030 0.266
H -2.8421 -1.4273 -2.5733 -0.001 0.015 0.067 0.192
O 4.2244 5.1750 3.9271 -0.003 0.007 -0.003 -1.030
S 3.7725 4.1269 4.8316 0.239 0.062 -0.028 2.419
```
Forces are in eV/Å.

As for the total charge: -2. Its spin multiplicity is 1. The HOMO-LUMO gap comes out at 7.5 eV. As for the calculated total energy: -2460.04890 Eh. The value obtained for the largest force on an atom is 1.18 eV Å⁻¹. Its energy above the lowest of the compared OMol25 structures with the same formula, charge and spin is 0.096 eV.

(3)
The following is a quantum chemistry calculation of an isolated molecule of C18H17N3O3S, from the Open Molecules 2025 dataset.

```
42
Properties=species:S:1:pos:R:3:forces:R:3:nbo_charge:R:1
H 0.7322 0.2220 2.3565 0.048 0.026 0.020 0.235
H 1.1834 2.5651 1.5669 0.025 -0.211 -0.131 0.398
H -0.4944 -4.2647 -0.5208 0.074 -0.026 -0.075 0.211
H -2.5683 -5.2233 3.0873 0.050 -0.030 0.098 0.220
H -2.4003 -5.0842 -1.8353 0.002 -0.005 -0.086 0.213
H 2.8011 -1.3424 0.7430 -0.029 -0.039 0.206 0.265
H -0.9226 5.4887 -4.5332 0.039 0.011 0.006 0.176
C 0.7472 2.9588 -1.6941 0.049 -0.190 0.187 -0.168
O 1.3857 0.3414 -0.6519 0.023 -0.156 -0.405 -0.613
S 0.5656 -2.1627 0.6479 -0.077 -0.204 0.111 0.268
N 1.4629 -3.1109 2.8818 0.162 -0.347 0.485 -0.613
C 1.9575 -1.3007 1.4382 -0.116 0.190 -0.284 -0.429
H -0.3003 7.1456 -4.7296 0.013 -0.096 -0.021 0.201
O 3.1709 -1.7348 3.4793 0.161 0.105 0.090 -0.576
C -1.4206 -4.6706 1.3733 -0.404 -0.073 -0.384 0.116
C 2.2958 -2.0513 2.7129 0.010 0.116 -0.182 0.683
O 0.0529 6.3656 -2.9240 0.033 0.036 0.301 -0.492
C 0.4742 3.9827 -2.5849 -0.086 0.425 -0.141 -0.306
C 1.3763 0.9057 0.4184 0.081 0.079 0.881 0.688
H 0.3284 6.5667 -0.4271 -0.014 0.119 0.053 0.227
H -4.4879 -6.0469 1.7634 -0.064 -0.028 0.039 0.213
C 0.8728 3.2228 -0.3375 -0.070 0.138 -0.398 0.099
H 2.4638 0.6087 2.2702 -0.038 0.022 0.012 0.250
C -2.5471 -5.1953 2.0088 0.053 0.109 -0.108 -0.215
C -3.5691 -5.6101 -0.1210 -0.063 -0.033 -0.100 -0.226
N -0.3767 -4.2720 2.1877 0.579 -0.104 0.724 -0.504
C 1.6267 0.1586 1.7304 0.078 -0.232 -0.215 -0.508
H 0.8284 5.7685 -4.7549 -0.038 -0.001 0.016 0.176
C -2.4449 -5.1096 -0.7563 -0.121 -0.015 -0.094 -0.214
C -0.0901 6.1634 -4.3091 -0.020 -0.030 -0.196 -0.252
H 0.3831 3.7411 -3.6316 -0.014 0.008 -0.106 0.221
C 0.4526 -3.3540 1.9738 -0.269 0.344 -0.548 0.322
H -4.4038 -5.9721 -0.7025 -0.057 -0.034 -0.048 0.212
N 1.1471 2.2273 0.6146 -0.009 0.192 0.279 -0.590
C 0.4479 5.5512 -0.7692 -0.032 0.017 -0.211 -0.241
C -3.6156 -5.6514 1.2637 -0.066 -0.002 -0.003 -0.201
H 1.5427 -3.7133 3.6903 -0.002 0.078 -0.045 0.432
C -1.3746 -4.6382 -0.0203 0.060 0.027 0.177 -0.205
H 0.8626 1.9512 -2.0554 0.005 -0.018 -0.011 0.245
C 0.7191 4.5325 0.1155 0.004 -0.097 -0.127 -0.213
H 0.8138 4.7517 1.1700 0.010 0.039 0.115 0.205
C 0.3217 5.2890 -2.1349 0.031 -0.110 0.115 0.289
```
Forces are in eV/Å.

Its spin multiplicity is 1. The HOMO-LUMO gap comes out at 8.7 eV. As for the calculated total energy: -1484.34219 Eh. The value obtained for the largest force on an atom is 0.93 eV Å⁻¹. Its energy above the lowest of the compared OMol25 structures with the same formula, charge and spin is 1.113 eV.

> Number 3 is which compound?

C18H17N3O3S

> The lowest energy above the lowest of the compared OMol25 structures with the same formula, charge and spin belongs to which entry?

C28H20LaN5O9S

> Which of these has the lowest HOMO-LUMO gap?

C30H30FOSi

> Which value of energy above the lowest of the compared OMol25 structures with the same formula, charge and spin does entry 1 give?

1.020 eV